*a*
This record from the OMol25 dataset describes one molecule with the formula C3H7N3O. The level of theory is the ωB97M-V functional and the def2-TZVPD basis.

XYZ file:
```
14
Properties=species:S:1:pos:R:3:lowdin_charge:R:1
C -0.61641 2.48268 0.21279 -0.09
N -1.27441 1.03057 -0.16364 -0.03
C -0.46729 -0.06190 -0.67250 -0.50
O -0.43782 -0.34768 -1.84413 0.10
N 0.26448 -0.71429 0.29463 0.11
C 1.04650 -1.83330 -0.01424 -0.26
N 1.68588 -2.44101 0.89420 0.09
H 0.26217 2.49502 -0.44135 0.00
H -0.31016 2.43652 1.26156 -0.02
H -1.64599 1.90030 -0.70997 0.11
H -1.98744 0.76686 0.50992 0.14
H 0.28518 -0.39590 1.25655 0.15
H 1.01015 -2.08422 -1.07615 0.13
H 2.18517 -3.23366 0.49234 0.05
```

Calculated values
Lowest unoccupied orbital energy (eV): 0.545
HOMO energy (eV): -7.944
Kohn-Sham gap (eV): 8.49

---

*b*
This record from the OMol25 dataset describes one molecule with the formula C3H7N3O. The level of theory is the ωB97M-V functional and the def2-TZVPD basis.

XYZ file:
```
14
Properties=species:S:1:pos:R:3:lowdin_charge:R:1
H 3.45538 -0.86432 2.02152 0.03
N 2.69471 -0.20859 1.88162 0.07
C 1.83858 -0.71767 1.09704 -0.29
N 0.71578 -0.00766 0.76512 0.09
C -0.16980 -0.48253 -0.18061 -0.58
O -0.18252 -1.62511 -0.60955 0.06
N -0.99142 0.47995 -0.60012 -0.05
C -2.01203 0.29193 -1.59626 -0.06
H 1.85574 -1.69251 0.60219 0.13
H 0.63581 0.93627 1.11820 0.15
H -1.03805 1.40752 -0.21792 0.14
H -2.01996 -0.70649 -2.03562 0.08
H -1.66346 0.93977 -2.43672 0.10
H -2.66207 0.33349 -0.64424 0.14
```

Calculated values
Lowest unoccupied orbital energy (eV): 0.642
HOMO energy (eV): -9.366
Kohn-Sham gap (eV): 10.01
SMILES: [H]/N=C/NC(=O)NC

---

*c*
This record from the OMol25 dataset describes one molecule with the formula C3H7N3O. The level of theory is the ωB97M-V functional and the def2-TZVPD basis.

XYZ file:
```
14
Properties=species:S:1:pos:R:3:lowdin_charge:R:1
C -1.56926 -0.51217 -0.67086 -0.12
N -0.44271 0.39179 -0.51235 0.01
C 0.69222 -0.05239 0.05801 -0.45
C 1.18990 -1.45699 0.12660 -0.03
N 1.24571 0.95016 0.73019 0.05
N 0.17615 1.75993 0.78786 -0.05
O 0.55442 3.04032 0.46008 0.01
H -2.38162 0.00910 -1.17835 0.07
H -1.27858 -1.36122 -1.30091 0.08
H -1.94049 -0.90224 0.28344 0.08
H 0.55085 -2.06019 0.77789 0.08
H 2.19941 -1.46824 0.53828 0.08
H 1.19806 -1.91357 -0.86514 0.08
H -0.19407 3.57571 0.76526 0.10
```

Calculated values
Lowest unoccupied orbital energy (eV): 0.286
HOMO energy (eV): -9.055
Kohn-Sham gap (eV): 9.34
SMILES: C/N=C(C)/N=N/O

---

Result of the stability comparison: *b* is the most stable of them.

---

*a*
This record from the OMol25 dataset describes one molecule with the formula C3H7N3O. The level of theory is the ωB97M-V functional and the def2-TZVPD basis.

XYZ file:
```
14
Properties=species:S:1:pos:R:3:lowdin_charge:R:1
H -4.10889 0.04043 -0.54031 0.04
N -3.31267 -0.07046 0.09176 0.07
C -2.27561 0.01138 -0.65116 -0.27
N -1.03166 -0.10580 -0.03027 0.09
C 0.25078 0.10771 -0.54881 -0.55
O 0.47407 0.41488 -1.70072 0.07
N 1.23156 -0.09958 0.39805 0.00
C 2.62648 0.17432 0.09931 -0.08
H -2.69062 -0.60202 -1.44565 0.13
H -1.12975 -0.51574 0.89155 0.13
H 0.96336 -0.07882 1.36880 0.13
H 2.78702 -0.01906 -0.96300 0.08
H 3.26897 -0.49124 0.68949 0.08
H 2.90697 1.21652 0.31161 0.09
```

Calculated values
Lowest unoccupied orbital energy (eV): 0.792
HOMO energy (eV): -9.755
Kohn-Sham gap (eV): 10.55
SMILES: [H]/N=C/NC(=O)NC

---

*b*
This record from the OMol25 dataset describes a 2-piece molecular cluster, C3H7N3O overall. The level of theory is the ωB97M-V functional and the def2-TZVPD basis.

XYZ file:
```
14
Properties=species:S:1:pos:R:3:lowdin_charge:R:1
C 0.64960 0.58943 1.10347 -0.02
C -0.13491 -0.54425 0.27434 -0.61
C -1.34657 0.85742 -0.76394 0.01
N -1.02937 -1.25216 1.07491 0.08
O 1.23281 -0.35622 -1.53372 -0.11
N 0.39089 -1.18129 -0.71960 0.00
N -0.92831 1.73661 -1.41985 0.13
H 1.39667 -0.92169 -2.29428 0.08
H -1.39191 -2.07762 0.64009 0.08
H -0.74901 -1.37968 2.03548 0.08
H -0.58440 2.07469 -2.29839 0.09
H 1.05885 0.08204 1.97780 0.07
H 1.44970 0.98630 0.48732 0.06
H -0.01405 1.38643 1.43636 0.06
```

Calculated values
Lowest unoccupied orbital energy (eV): 1.009
HOMO energy (eV): -8.288
Kohn-Sham gap (eV): 9.30

---

Result of the stability comparison: *a* is the most stable of them.

---

*a*
This record from the OMol25 dataset describes C2H5N3O2 as an isolated structure. The level of theory is the ωB97M-V functional and the def2-TZVPD basis.

XYZ file:
```
12
Properties=species:S:1:pos:R:3:lowdin_charge:R:1
C -1.06767 1.02188 0.44440 0.01
C 0.95033 -0.84033 -0.02256 -0.46
H -0.10835 1.72952 0.62841 0.08
H -1.76653 1.84695 -0.25600 0.12
H -1.71314 0.44774 1.23160 0.07
H 1.93572 0.77841 -1.20632 0.17
H 2.91125 -0.34062 -0.00082 0.10
N -0.43126 -0.37963 -0.56438 -0.04
N -1.30992 -1.39256 -0.38731 -0.07
N 2.02102 0.14591 -0.25731 0.07
O -2.51759 -1.05277 -0.08292 -0.10
O 1.09613 -1.96451 0.47320 0.05
```

Calculated values
Lowest unoccupied orbital energy (eV): -0.100
HOMO energy (eV): -9.707
Kohn-Sham gap (eV): 9.61

---

*b*
This record from the OMol25 dataset describes one molecule with the formula C2H5N3O2. The level of theory is the ωB97M-V functional and the def2-TZVPD basis.

XYZ file:
```
12
Properties=species:S:1:pos:R:3:lowdin_charge:R:1
C -0.45151 0.60958 -1.17575 -0.43
C -0.28976 -0.90131 1.94672 0.11
H 1.17923 -0.30983 0.20071 0.10
H 0.98587 0.13171 -2.72684 0.12
H -1.21940 1.17934 0.60240 0.11
H 0.11735 -1.57915 2.60044 0.06
H -1.42285 -0.52800 2.01408 0.14
N 0.79328 0.01092 -1.74458 -0.06
N -0.46173 0.71859 0.22112 0.10
N 0.16520 -0.34264 0.89309 -0.02
O 1.92364 -0.11055 -0.90827 -0.26
O -1.31931 1.12133 -1.92311 0.01
```

Calculated values
Lowest unoccupied orbital energy (eV): -0.551
HOMO energy (eV): -7.622
Kohn-Sham gap (eV): 7.07

---

*c*
This record from the OMol25 dataset describes a 2-piece molecular cluster, C2H5N3O2 overall. The level of theory is the ωB97M-V functional and the def2-TZVPD basis.

XYZ file:
```
12
Properties=species:S:1:pos:R:3:lowdin_charge:R:1
C 0.91800 -0.50446 -0.88039 0.08
N 1.62810 0.31260 -0.22521 -0.42
O 1.35674 1.35643 0.37926 -0.03
O 2.96758 -0.16321 -0.19727 -0.01
H 1.34614 -1.40151 -1.17489 0.07
H -0.17115 -0.14304 -0.91401 0.10
H 3.61652 0.64514 -0.03624 0.18
N -2.58267 0.24834 -0.56178 0.12
C -2.31991 -0.13159 0.57546 -0.41
N -1.95793 -0.80543 1.50492 0.16
H -3.32188 0.95620 -0.75124 0.09
H -1.47954 -0.36946 2.28140 0.08
```

Calculated values
Lowest unoccupied orbital energy (eV): 0.758
HOMO energy (eV): -9.258
Kohn-Sham gap (eV): 10.02
SMILES: C=[N+]([O-])O.N=C=N

---

*d*
This record from the OMol25 dataset describes one molecule with the formula C2H5N3O2. The level of theory is the ωB97M-V functional and the def2-TZVPD basis.

XYZ file:
```
12
Properties=species:S:1:pos:R:3:lowdin_charge:R:1
H 2.14729 1.67854 -0.06475 0.11
N 1.26953 1.25744 -0.58531 0.13
C 1.02418 0.07080 -0.15278 -0.59
N 1.85132 -0.69663 0.61582 0.12
O -0.17394 -0.57243 -0.31265 0.05
C -1.27125 0.02898 0.31424 -0.63
N -2.47834 -0.28872 -0.32388 0.12
O -1.14449 0.72082 1.21656 0.18
H 1.68839 -1.67674 0.30697 0.11
H 2.85808 -0.69894 0.38922 0.11
H -3.27729 0.36868 0.00934 0.14
H -2.49347 -0.19179 -1.41278 0.15
```

Calculated values
Lowest unoccupied orbital energy (eV): 0.706
HOMO energy (eV): -9.661
Kohn-Sham gap (eV): 10.37
SMILES: [H]/N=C(\N)OC(N)=O

---

Result of the stability comparison: *d* is the most stable of them.

---

*a*
This record from the OMol25 dataset describes one molecule with the formula C2H5N3O2. The level of theory is the ωB97M-V functional and the def2-TZVPD basis.

XYZ file:
```
12
Properties=species:S:1:pos:R:3:lowdin_charge:R:1
N -0.87796 -1.51026 -1.23077 0.01
N -0.58149 -1.22794 0.12086 0.02
C 0.05719 -0.18019 0.47552 -0.36
N 0.73883 -0.28182 1.71010 0.06
C 0.30193 1.01140 -0.41087 -0.47
O -0.25330 1.12572 -1.46509 0.09
O 1.07358 1.98945 0.12838 0.08
H -1.70854 -2.05041 -1.19651 0.06
H -0.91581 -0.78508 -1.98937 0.09
H 0.63923 0.50000 2.37948 0.09
H 0.57015 -1.32186 2.06029 0.15
H 0.95619 2.73100 -0.58200 0.18
```

Calculated values
Lowest unoccupied orbital energy (eV): 0.646
HOMO energy (eV): -8.354
Kohn-Sham gap (eV): 9.00
SMILES: N/N=C(/N)C(=O)O

---

*b*
This record from the OMol25 dataset describes C2H5N3O2 as an isolated structure. The level of theory is the ωB97M-V functional and the def2-TZVPD basis.

XYZ file:
```
12
Properties=species:S:1:pos:R:3:lowdin_charge:R:1
C 1.22197 0.94074 -0.17542 -0.27
C -2.03584 -0.44122 0.07474 -0.22
H 2.32191 -1.82870 -0.03536 0.12
H 1.52844 2.01346 -0.29813 0.13
H -0.16432 1.82558 1.31755 0.27
H -0.35089 -0.98703 1.27322 0.13
H -2.77347 -1.43212 0.34841 0.18
N 2.02784 0.05636 -0.60587 -0.05
N 0.11652 0.77221 0.58142 -0.08
N -0.85557 -0.13281 0.94204 -0.06
O 1.68621 -1.08337 -0.03224 -0.10
O -2.27371 0.15105 -1.02086 -0.04
```

Calculated values
Lowest unoccupied orbital energy (eV): 0.499
HOMO energy (eV): -8.474
Kohn-Sham gap (eV): 8.97

---

*c*
This record from the OMol25 dataset describes a 3-piece molecular cluster, C2H5N3O2 overall. The level of theory is the ωB97M-V functional and the def2-TZVPD basis.

XYZ file:
```
12
Properties=species:S:1:pos:R:3:lowdin_charge:R:1
O 2.04278 -0.53117 -1.72611 0.17
C 2.02292 -1.30679 -0.84920 -0.43
O 1.89196 -2.10521 -0.07257 0.25
N 0.47414 2.06394 0.76186 0.11
C -0.01058 1.92168 -0.32119 -0.41
N -0.52317 1.76240 -1.51601 0.08
H 0.08478 1.29909 -2.23755 0.12
H -1.50194 1.49353 -1.57550 0.11
N -1.32562 -1.20826 1.73682 0.04
H -0.61677 -0.72718 1.27066 -0.05
H -0.69576 -1.89732 2.05179 -0.01
H -1.84275 -0.76472 2.47702 0.01
```

Calculated values
Lowest unoccupied orbital energy (eV): 0.257
HOMO energy (eV): -9.925
Kohn-Sham gap (eV): 10.18
SMILES: O=C=O.N#CN.N

---

Result of the stability comparison: *c* is the most stable of them.